1.
6
Properties=species:S:1:pos:R:3:forces:R:3 method="wB97M-V/def2-TZVPD" homo_ev="-3.728 / -3.729" e_lumo_ev="5.549 / 5.549" charge=-1
N -0.623038 0.033022 1.216691 -0.60 0.55 0.18
N -0.367788 0.961488 -0.747769 -0.49 3.41 -6.11
N -0.136682 0.129421 0.057828 4.33 -5.99 1.65
O 1.196453 -1.085863 -0.437212 -3.01 2.48 1.12
H -0.168650 -0.749617 1.624357 0.56 -0.79 0.38
H 0.099705 0.711548 -1.713895 -0.79 0.34 2.78



2.
46
Properties=species:S:1:pos:R:3:forces:R:3 method="wB97M-V/def2-TZVPD" homo_ev=-9.179 e_lumo_ev=-0.690
O 0.919683 -0.782105 -3.060808 0.05 -0.06 -0.04
C 1.454904 -1.130867 -2.033265 -0.04 0.08 0.24
N 1.235323 -0.602325 -0.798192 0.31 -0.26 0.35
C 0.378567 0.433012 -0.429362 -0.37 0.38 -0.10
C 0.310498 0.761748 0.927591 -0.07 0.09 -0.05
C -0.520218 1.777505 1.354352 0.15 -0.10 0.03
C -1.280150 2.467856 0.428300 -0.45 0.43 0.04
C -1.218616 2.156536 -0.915819 -0.08 0.16 0.13
C -0.391350 1.137478 -1.353667 0.10 -0.11 -0.10
H -0.334478 0.884562 -2.399118 -0.02 0.02 0.00
H -1.816664 2.725949 -1.609810 -0.06 0.02 -0.14
S -2.360625 3.762662 1.024492 0.29 -0.59 0.13
O -1.643332 4.576599 1.961337 0.02 -0.11 0.22
O -2.979670 4.406828 -0.100830 -0.10 -0.20 -0.15
N -3.449324 2.818003 1.909227 1.01 0.44 -0.36
C -4.173607 3.567690 2.920629 -0.14 0.49 0.42
H -3.499755 4.300060 3.360538 -0.13 -0.04 0.19
H -4.501750 2.862996 3.690485 0.07 0.04 -0.05
C -5.369372 4.193217 2.188358 -0.02 -0.02 0.10
H -6.236945 4.280868 2.839885 -0.01 0.08 0.01
H -5.098064 5.185242 1.830271 -0.05 0.04 0.04
C -5.620780 3.250271 0.998446 -0.05 -0.05 -0.09
H -6.586531 2.751953 1.066901 -0.01 0.00 -0.05
H -5.575284 3.801659 0.061749 -0.08 -0.03 0.00
C -4.468504 2.230093 1.060535 -0.37 -0.34 -0.43
H -4.039354 2.014366 0.083260 -0.15 -0.18 -0.03
H -4.791778 1.292966 1.523186 0.06 0.04 -0.07
H -0.587798 2.055700 2.393275 0.06 -0.07 0.18
H 0.912643 0.217318 1.641014 0.06 -0.05 0.09
H 1.762272 -1.015962 -0.038722 -0.08 0.04 -0.22
C 2.465381 -2.244259 -2.018674 0.25 -0.49 -0.90
C 2.801090 -2.884623 -3.154977 -0.20 0.29 0.28
C 3.777478 -3.970724 -3.169293 0.00 0.02 0.13
O 4.103918 -4.575700 -4.171976 -0.05 0.07 0.07
C 4.330371 -4.261262 -1.831398 -0.05 0.10 0.22
C 5.281564 -5.269191 -1.656187 -0.04 0.07 0.09
C 5.796513 -5.539322 -0.408713 0.04 -0.08 -0.13
C 5.368876 -4.803778 0.692997 -0.11 0.11 -0.03
C 4.431269 -3.804301 0.546255 -0.16 0.15 -0.08
C 3.909209 -3.530260 -0.717173 0.51 -0.58 -0.06
O 2.984141 -2.531384 -0.804335 -0.12 0.15 0.06
H 4.090709 -3.225755 1.390797 -0.04 0.06 0.09
H 5.772548 -5.014799 1.671462 0.02 0.00 0.09
H 6.530937 -6.319301 -0.281321 0.06 -0.07 0.00
H 5.591391 -5.820156 -2.531133 0.02 -0.04 -0.08
H 2.334663 -2.587062 -4.080573 -0.07 0.08 -0.01



3.
22
Properties=species:S:1:pos:R:3:forces:R:3 method="wB97M-V/def2-TZVPD" homo_ev=-9.165 e_lumo_ev=-2.284
N -2.465650 -0.622175 1.772901 0.87 -0.26 0.33
C -1.312514 -0.188890 0.976514 0.28 -0.11 0.07
C -0.033800 -0.934410 1.408678 -0.15 -0.24 -0.16
C 1.266268 -0.121529 1.235857 -0.83 0.36 0.41
S 1.361928 0.872046 -0.303160 -0.04 -3.76 -0.44
C -1.623937 -0.396924 -0.514240 -0.30 0.18 -0.11
N -2.262236 0.823936 -1.029892 0.23 0.44 -0.56
H -2.341309 -0.287751 2.723648 -0.10 -0.11 0.02
H -3.277636 -0.160853 1.421970 -0.68 0.34 -0.32
H -1.120972 0.888416 1.128894 0.00 -0.11 -0.17
H -0.127135 -1.226789 2.471446 0.11 0.11 -0.40
H 0.029299 -1.881380 0.828764 0.10 0.38 0.22
H 1.322620 0.603264 2.054028 0.00 0.15 -0.08
H 2.127506 -0.767095 1.339594 0.26 0.01 -0.18
H 1.268257 -1.210439 -1.133082 0.02 3.12 0.90
H -0.685377 -0.577507 -1.056150 -0.47 -0.44 0.16
H -2.335759 -1.253107 -0.626240 0.68 0.57 0.10
H -2.645824 0.672569 -1.968616 0.18 0.00 0.48
H -1.526187 1.545555 -1.145097 -0.66 -0.58 0.15
H 2.591273 -0.175266 -1.852850 0.54 0.06 -0.39
H 3.666521 0.548116 -2.687006 -0.07 -0.18 0.06
O 3.240747 -0.309418 -2.564844 0.04 0.07 -0.09



These records have DFT total energy values of -6545.6144; -45085.0855; -20234.4298 eV, in the order they appear.
These records have energy above the lowest of the compared OMol25 structures with the same formula, charge and spin values of 3.948; 1.035; 3.599 eV, in the order they appear.